(1)
Formula: C34H44N6O2SSbZn
Source: the OMol25 dataset
Level of theory: ωB97M-V/def2-TZVPD

Calculated values
Energy relative to the best compared isomer or geometry (same formula, charge and spin) in kcal per mole: 19.6
Charge: +1
Gap between HOMO and LUMO in hartree: 0.265
LUMO level in eV: -2.4
HOMO level in eV: -9.6166

The geometry in XYZ format:
```
89
Properties=species:S:1:pos:R:3:forces:R:3
Sb -2.076557 -0.955513 -0.091957 0.2 0.0 0.0
Zn 0.694249 -0.406624 -0.173214 -0.2 -0.2 0.0
S 1.639090 2.741042 -0.912885 -0.1 -0.2 0.0
O 2.613701 1.660027 -1.442895 -0.2 0.2 -0.3
O 1.157298 3.478762 -2.033403 0.1 0.0 0.0
N 0.546442 1.887260 -0.110196 0.3 0.4 0.0
N 1.227575 -2.583932 -0.261924 0.0 0.0 0.0
N 5.334442 5.918943 2.364342 0.0 0.0 0.0
N 2.672787 -0.381295 -0.284849 0.0 0.2 0.0
N -1.682258 2.152759 0.521666 -0.1 -0.1 0.1
N -0.242433 4.020527 0.470143 0.0 0.0 0.0
C 4.409278 5.334576 0.228945 0.0 0.0 0.0
C -1.250315 4.818942 0.776137 -0.1 0.0 0.0
C -2.005896 0.482704 2.839656 0.1 0.0 -0.1
C -2.538178 4.336159 0.957623 0.0 0.0 0.0
C 3.326819 -1.550611 -0.514170 0.0 -0.1 -0.1
C -1.607286 -0.605631 -2.987599 0.0 0.0 0.0
C 2.667469 3.573844 1.499169 0.0 0.1 -0.1
C 2.310183 -5.132698 -0.460833 0.0 0.0 0.0
C 4.669242 -1.666128 -0.841275 0.0 0.1 0.0
C 4.772613 0.744360 -0.949191 -0.1 0.0 0.1
C 3.161844 -4.012729 -0.562609 0.0 0.0 0.0
C 3.516928 4.600894 -0.521028 -0.1 0.0 0.1
C 0.465924 -3.646561 -0.197727 0.0 0.0 0.0
C 2.642679 3.725289 0.117848 0.1 -0.1 -0.1
C -2.438764 -0.807111 2.165198 -0.1 0.0 -0.2
C -2.928020 -3.512286 -1.818884 0.0 0.0 0.0
C -3.867339 -1.090006 2.618459 0.0 0.0 0.0
C -0.503571 2.721072 0.328845 0.1 -0.2 -0.1
C 3.562132 4.304495 2.246853 0.0 0.0 0.0
C -1.453704 -1.883383 2.630558 0.0 0.0 0.0
C 2.560640 -2.747429 -0.433971 -0.1 0.0 0.0
C 5.265876 -2.941965 -0.970137 0.0 0.0 0.0
C -3.217115 -2.933603 -0.432587 0.1 0.1 0.0
C -4.721489 -2.640287 -0.339691 0.0 0.0 0.0
C -4.065407 -0.206601 -2.550845 0.0 0.0 0.0
C 4.453416 5.194658 1.624463 0.0 0.0 0.0
C 5.382206 -0.430263 -1.095768 0.0 -0.1 0.0
C -2.687142 2.973017 0.826996 0.0 -0.1 0.0
C -2.404538 1.554772 -2.167844 0.0 0.0 0.1
C -2.642063 0.057672 -2.075127 0.0 0.0 0.2
C 0.965207 -4.955051 -0.277554 0.0 0.0 0.0
C -2.921297 -4.042244 0.584217 -0.1 -0.1 0.0
C 4.554615 -4.095210 -0.816198 0.0 0.0 0.0
C 3.378903 0.832911 -0.433171 0.2 -0.3 0.3
H 1.973884 2.899922 1.982732 0.0 0.0 0.0
H -4.810099 0.109904 -1.821243 0.0 0.0 0.0
H -0.590463 -3.454163 -0.084572 0.1 0.0 0.0
H -3.267851 -2.869115 -2.624372 0.0 0.0 0.0
H -0.992807 0.784007 2.572006 0.0 0.0 -0.1
H 5.026587 -5.063843 -0.903527 0.0 0.0 0.0
H -2.020719 0.296327 3.918830 0.0 0.0 0.0
H -3.370148 4.981029 1.194862 0.0 0.0 0.0
H 3.574868 4.204508 3.324561 0.0 0.0 0.0
H 0.288029 -5.794692 -0.206531 0.0 0.0 0.0
H 6.406462 -0.480050 -1.444341 0.0 0.0 0.0
H -1.782051 -0.263038 -4.012193 0.0 0.0 0.0
H 2.732830 -6.126820 -0.538503 0.0 0.0 0.0
H -4.231675 0.382251 -3.458373 0.0 0.0 0.0
H -2.522256 1.823974 -3.222755 0.0 0.0 0.0
H -1.875506 -3.742130 -1.985102 0.1 0.0 0.0
H -1.015411 5.872742 0.873323 0.0 0.0 0.0
H 5.992989 6.533308 1.924056 0.0 0.0 0.0
H 5.394122 5.799131 3.357898 0.0 0.0 0.0
H -3.482200 -4.451891 -1.914666 0.0 0.0 0.0
H 5.076027 6.033763 -0.259241 0.0 0.0 0.0
H -4.226678 -2.082681 2.375823 0.0 -0.1 -0.1
H -1.521968 -1.967658 3.719883 0.0 0.0 0.0
H -5.008812 -2.128391 0.573001 0.0 0.0 0.0
H -3.899985 -0.998862 3.709251 0.0 0.0 0.0
H -0.591101 -0.297314 -2.723557 0.0 0.0 0.0
H -1.400556 1.843908 -1.873434 0.0 0.0 0.0
H -5.093932 -2.063745 -1.177217 0.0 0.1 -0.1
H -1.889158 -4.389186 0.600114 -0.1 0.0 0.0
H -2.686625 1.302061 2.647871 0.0 0.1 0.0
H -4.568851 -0.358149 2.216001 0.0 0.0 0.0
H 3.350947 1.426921 0.486005 -0.1 0.0 -0.2
H 6.323376 -2.988657 -1.201065 0.0 0.0 0.0
H -1.638725 -1.692392 -2.994499 0.0 0.0 0.0
H -5.252289 -3.597723 -0.351802 0.0 0.0 0.0
H 3.474769 4.717647 -1.595741 0.0 0.0 0.0
H -1.635197 -2.869032 2.214592 0.1 0.0 0.0
H -4.246026 -1.242799 -2.816216 -0.1 0.0 0.0
H -3.204324 -3.789213 1.599967 -0.1 0.0 0.1
H -3.132773 2.130794 -1.603307 0.0 0.0 0.0
H 5.259063 1.684388 -1.172999 0.0 0.0 0.1
H -0.422678 -1.606462 2.394286 0.0 0.0 0.0
H -3.658949 2.507913 0.958882 0.0 0.0 0.0
H -3.532333 -4.904008 0.297745 0.0 0.0 0.0
```
Forces are in eV/Å.

For reference, the Löwdin charges in units of e are: number 1, Sb, carries 1.624; number 2, Zn, carries 0.701; number 3, S, carries 0.755; number 4, O, carries -0.214; number 5, O, carries -0.232; number 6, N, carries -0.129; number 7, N, carries 0.042; number 8, N, carries 0.130; number 9, N, carries -0.012; number 10, N, carries 0.068; number 11, N, carries 0.127; number 12, C, carries -0.010; number 13, C, carries -0.078; number 14, C, carries -0.132; number 15, C, carries -0.021; number 16, C, carries -0.187; number 17, C, carries -0.141; number 18, C, carries -0.078; number 19, C, carries 0.015; number 20, C, carries -0.150; number 21, C, carries 0.000; number 22, C, carries -0.146; number 23, C, carries -0.041; number 24, C, carries -0.145; number 25, C, carries -0.332; number 26, C, carries -0.665; number 27, C, carries -0.117; number 28, C, carries -0.110; number 29, C, carries -0.484; number 30, C, carries -0.011; number 31, C, carries -0.145; number 32, C, carries -0.152; number 33, C, carries -0.018; number 34, C, carries -0.618; number 35, C, carries -0.105; number 36, C, carries -0.113; number 37, C, carries -0.304; number 38, C, carries -0.008; number 39, C, carries -0.140; number 40, C, carries -0.119; number 41, C, carries -0.654; number 42, C, carries -0.027; number 43, C, carries -0.121; number 44, C, carries -0.033; number 45, C, carries -0.333; number 46, H, carries 0.115; number 47, H, carries 0.086; number 48, H, carries 0.028; number 49, H, carries 0.052; number 50, H, carries 0.069; number 51, H, carries 0.114; number 52, H, carries 0.097; number 53, H, carries 0.109; number 54, H, carries 0.117; number 55, H, carries 0.112; number 56, H, carries 0.121; number 57, H, carries 0.104; number 58, H, carries 0.126; number 59, H, carries 0.094; number 60, H, carries 0.101; number 61, H, carries 0.074; number 62, H, carries 0.123; number 63, H, carries 0.105; number 64, H, carries 0.104; number 65, H, carries 0.097; number 66, H, carries 0.118; number 67, H, carries 0.053; number 68, H, carries 0.102; number 69, H, carries 0.053; number 70, H, carries 0.094; number 71, H, carries 0.057; number 72, H, carries 0.052; number 73, H, carries 0.053; number 74, H, carries 0.053; number 75, H, carries 0.056; number 76, H, carries 0.086; number 77, H, carries 0.123; number 78, H, carries 0.119; number 79, H, carries 0.050; number 80, H, carries 0.097; number 81, H, carries 0.126; number 82, H, carries 0.040; number 83, H, carries 0.053; number 84, H, carries 0.064; number 85, H, carries 0.074; number 86, H, carries 0.118; number 87, H, carries 0.059; number 88, H, carries 0.122; number 89, H, carries 0.096

(2)
Formula: C10H16
Source: the OMol25 dataset
Level of theory: ωB97M-V/def2-TZVPD

Calculated values
Energy relative to the best compared isomer or geometry (same formula, charge and spin) in kcal per mole: 58.0
Charge: 0
Gap between HOMO and LUMO in hartree: 0.358
LUMO level in eV: 0.9
HOMO level in eV: -8.8108

The geometry in XYZ format:
```
26
Properties=species:S:1:pos:R:3:forces:R:3
C 1.229869 0.759224 0.473914 2.6 -3.8 1.0
C 0.975712 -0.738030 2.698691 -2.0 0.2 1.8
C 2.055329 -0.474369 0.573335 -1.5 3.0 1.7
C 2.041929 -1.001847 1.852464 0.5 0.0 -0.3
C -2.019768 -0.111495 -1.534839 -0.7 -2.4 0.4
C -0.384722 -1.245804 -2.932534 1.1 -0.9 1.9
C 0.402322 1.194980 1.482343 -0.8 -0.7 -1.5
C -0.169348 2.546366 1.267171 0.4 1.8 -2.6
C -0.994833 -1.267277 -1.472353 -3.2 -0.5 -3.0
C 0.027528 0.285903 2.490159 3.6 -0.4 -2.2
H 0.646359 3.344002 1.396083 -1.5 -0.9 0.4
H 0.510935 -1.844474 -2.957449 0.6 -0.4 -0.1
H 2.950888 -1.428324 2.265804 -0.4 -1.0 -0.2
H -1.656321 0.796688 -1.149976 0.1 1.3 0.3
H -0.516886 2.736486 0.168359 0.9 -0.7 1.6
H -2.312728 -0.122197 -2.552035 0.1 1.1 -1.3
H -0.328531 -1.266432 -0.698285 2.0 0.6 1.8
H -1.095800 2.712018 1.762144 -0.4 0.5 1.2
H -0.064586 -0.258874 -3.277333 -0.5 0.1 0.2
H -1.041074 -1.722609 -3.623740 -0.8 0.0 -0.6
H -0.859344 0.449647 2.980711 -1.6 0.2 1.7
H 0.826453 -1.325880 3.627887 0.4 0.3 -0.7
H -1.631379 -2.186110 -1.238013 1.0 0.7 -0.9
H 2.834915 -0.746267 -0.121182 -0.1 0.2 -0.3
H -2.998261 -0.436531 -1.178433 0.1 0.4 1.3
H 1.571334 1.351205 -0.302888 -0.1 1.5 -1.6
```
Forces are in eV/Å.

For reference, the Löwdin charges in units of e are: number 1, C, carries -0.054; number 2, C, carries -0.092; number 3, C, carries -0.042; number 4, C, carries -0.133; number 5, C, carries -0.116; number 6, C, carries -0.113; number 7, C, carries -0.320; number 8, C, carries -0.072; number 9, C, carries -0.253; number 10, C, carries -0.017; number 11, H, carries 0.109; number 12, H, carries 0.049; number 13, H, carries 0.103; number 14, H, carries 0.041; number 15, H, carries 0.100; number 16, H, carries 0.044; number 17, H, carries 0.026; number 18, H, carries 0.055; number 19, H, carries 0.074; number 20, H, carries 0.055; number 21, H, carries 0.081; number 22, H, carries 0.109; number 23, H, carries 0.118; number 24, H, carries 0.095; number 25, H, carries 0.068; number 26, H, carries 0.084

(3)
Formula: C5H4O3
Source: the OMol25 dataset
Level of theory: ωB97M-V/def2-TZVPD

Calculated values
Energy relative to the best compared isomer or geometry (same formula, charge and spin) in kcal per mole: 83.8
Charge: 0
Gap between HOMO and LUMO in hartree: 0.341
LUMO level in eV: 0.9
HOMO level in eV: -8.4245

The geometry in XYZ format:
```
12
Properties=species:S:1:pos:R:3:forces:R:3
O -2.174547 -0.994275 0.107273 0.1 1.2 0.5
O 1.686423 -1.128066 -0.112584 6.9 2.4 0.5
O -1.112203 1.093913 -0.191094 -1.2 -2.8 1.4
C 1.306367 1.135883 0.180953 -2.0 0.4 -1.6
C -2.175056 0.193844 0.035602 -1.7 3.0 -1.9
C 0.486253 -0.873427 0.019792 -10.3 -2.4 -0.4
C 2.242913 0.140839 -0.029273 2.9 4.1 1.5
C 0.065426 0.444835 -0.022451 3.3 -1.0 0.8
H 3.304825 0.545792 0.129942 -1.2 -2.4 -0.7
H -0.152252 -1.810066 0.133996 0.9 1.6 -0.6
H -3.042262 0.957695 -0.105324 0.6 -1.8 0.6
H 1.136891 2.282159 0.304883 1.7 -2.2 -0.3
```
Forces are in eV/Å.

For reference, the Löwdin charges in units of e are: number 1, O, carries 0.103; number 2, O, carries 0.085; number 3, O, carries 0.049; number 4, C, carries 0.004; number 5, C, carries -0.273; number 6, C, carries -0.200; number 7, C, carries -0.116; number 8, C, carries -0.285; number 9, H, carries 0.144; number 10, H, carries 0.158; number 11, H, carries 0.169; number 12, H, carries 0.162